No. 1
DFT (the ωB97M-V functional and the def2-TZVPD basis) results for an isolated molecule of C6H10O.

The HOMO-LUMO gap is 10.86 eV. The calculation puts the HOMO energy at -9.8 eV. As for the LUMO energy: 1.1 eV. For the energy above the lowest of the compared OMol25 structures with the same formula, charge and spin, the calculation gives 20.6 kcal per mole.

The geometry in XYZ format:
```
17
Properties=species:S:1:pos:R:3:forces:R:3
O 1.555 -1.491 1.817 0.21 0.30 -0.33
C 2.106 -1.046 0.839 -0.09 -0.11 0.07
C 1.532 0.006 -0.078 0.07 0.10 0.05
C 0.371 0.827 0.509 -0.03 -0.04 0.02
C -0.809 0.788 -0.449 0.15 0.09 -0.10
C -1.331 -0.568 -0.821 0.20 -0.39 -0.20
C -2.201 0.378 -0.059 -0.12 0.19 0.16
H 3.074 -1.473 0.505 0.00 0.02 0.07
H 2.321 0.617 -0.533 0.06 -0.04 0.36
H 1.174 -0.587 -0.931 -0.06 -0.02 0.05
H 0.690 1.859 0.701 -0.08 -0.20 -0.10
H 0.101 0.412 1.488 -0.04 -0.07 -0.24
H -0.731 1.501 -1.267 -0.10 -0.10 0.07
H -1.524 -0.785 -1.870 -0.12 0.04 0.28
H -0.922 -1.401 -0.248 -0.10 0.12 -0.20
H -3.036 0.829 -0.589 0.13 -0.01 0.23
H -2.370 0.133 0.987 -0.08 0.13 -0.20
```
Positions in Å, forces in eV/Å.


No. 2
DFT (the ωB97M-V functional and the def2-TZVPD basis) results for an isolated molecule of C4H8O2.

The HOMO-LUMO gap is 9.94 eV. The calculation puts the HOMO energy at -9.2 eV. As for the LUMO energy: 0.8 eV. For the energy above the lowest of the compared OMol25 structures with the same formula, charge and spin, the calculation gives 31.9 kcal per mole.

The geometry in XYZ format:
```
14
Properties=species:S:1:pos:R:3:forces:R:3
C 1.608 -0.642 -0.384 -0.11 0.10 -0.01
C 0.527 -0.542 0.387 0.26 0.15 -0.12
O 0.323 -1.390 1.440 0.14 -0.24 0.07
C -0.545 0.534 0.359 0.25 0.10 -0.22
C -0.841 1.048 -1.038 0.03 0.01 -0.05
O -1.762 0.072 0.905 0.03 -0.18 0.18
H 2.418 -1.320 -0.117 -0.25 -0.04 -0.16
H 1.745 -0.032 -1.264 -0.02 0.08 0.11
H 0.903 -2.151 1.302 -0.11 0.08 0.27
H -0.151 1.366 0.972 -0.11 -0.16 -0.06
H 0.049 1.483 -1.503 -0.16 -0.05 0.07
H -1.616 1.816 -0.973 0.12 -0.08 -0.03
H -1.212 0.227 -1.659 0.07 0.13 0.06
H -1.537 -0.543 1.617 -0.14 0.09 -0.11
```
Positions in Å, forces in eV/Å.


No. 3
DFT (the ωB97M-V functional and the def2-TZVPD basis) results for a structure of composition C13H17CoN3O5S.

The HOMO-LUMO gap (spin up / spin down) is 8.83 / 8.82 eV. Its spin multiplicity is 4. The calculation puts the HOMO energy (spin up / spin down) at -8.6 / -8.6 eV. As for the LUMO energy (spin up / spin down): 0.3 / 0.3 eV. Its expectation value of S² is 3.76. For the energy above the lowest of the compared OMol25 structures with the same formula, charge and spin, the calculation gives 0.0 kcal per mole.

The geometry in XYZ format:
```
40
Properties=species:S:1:pos:R:3:forces:R:3
Co 0.478 -0.290 1.544 0.11 0.02 0.02
N 0.200 -0.735 3.584 -0.02 0.05 0.01
C -1.201 -0.329 3.855 0.00 -0.01 -0.03
C -2.093 -0.440 2.607 0.02 0.00 0.01
O -3.285 -0.595 2.743 -0.02 0.00 0.02
O -1.469 -0.314 1.467 -0.07 -0.02 0.04
H 0.322 -1.726 3.761 0.00 0.00 -0.01
H 0.848 -0.243 4.188 0.01 -0.01 0.00
H -1.202 0.723 4.145 0.00 0.00 0.01
H -1.654 -0.900 4.663 0.00 0.00 -0.01
O 3.445 1.330 -2.261 -0.01 0.07 0.03
C 2.119 1.470 -2.152 0.01 -0.09 0.00
C 1.360 1.535 -3.323 -0.01 -0.01 0.00
C -0.011 1.694 -3.256 0.00 0.05 0.01
C -0.657 1.786 -2.026 0.07 0.06 0.00
C 0.092 1.695 -0.866 0.04 0.11 0.04
C 1.476 1.533 -0.903 -0.02 0.01 -0.05
C 2.291 1.438 0.353 0.10 -0.04 0.05
O 3.515 1.563 0.288 -0.03 0.03 -0.03
O 1.665 1.206 1.463 -0.05 -0.01 -0.04
H 3.798 1.430 -1.335 0.00 -0.05 -0.03
H 1.877 1.492 -4.274 0.01 -0.01 0.00
H -0.581 1.775 -4.174 -0.01 0.00 -0.01
H -1.724 1.953 -1.974 -0.01 0.03 0.01
H -0.395 1.797 0.096 -0.03 -0.02 0.01
C 1.763 -2.080 -3.021 -0.02 0.04 -0.01
N 0.465 -1.808 -2.450 0.00 -0.05 -0.01
C -0.744 -1.761 -3.267 -0.01 -0.01 0.00
C -1.806 -1.302 -2.261 -0.02 -0.06 0.01
N -1.149 -1.579 -0.986 0.01 -0.07 -0.08
C 0.164 -1.763 -1.153 -0.01 0.13 -0.02
S 1.323 -1.940 0.095 -0.04 -0.05 0.04
H 1.899 -1.448 -3.898 0.00 0.00 -0.01
H 1.855 -3.130 -3.312 0.00 0.00 0.00
H 2.533 -1.836 -2.294 0.01 -0.01 0.01
H -0.957 -2.754 -3.672 0.00 0.00 -0.01
H -0.614 -1.062 -4.093 0.01 0.01 0.00
H -2.737 -1.856 -2.351 0.00 -0.03 0.00
H -2.010 -0.235 -2.354 -0.01 -0.10 0.00
H -1.524 -1.260 -0.093 -0.01 0.03 0.03
```
Positions in Å, forces in eV/Å.


No. 4
DFT (the ωB97M-V functional and the def2-TZVPD basis) results for the ion C4H8NO3 with charge -1.

Its charge is -1. The HOMO-LUMO gap is 7.54 eV. The calculation puts the HOMO energy at -4.1 eV. As for the LUMO energy: 3.5 eV. For the energy above the lowest of the compared OMol25 structures with the same formula, charge and spin, the calculation gives 43.4 kcal per mole.

The geometry in XYZ format:
```
16
Properties=species:S:1:pos:R:3:forces:R:3
N -0.662 -0.908 1.780 0.61 -0.55 -0.12
C 0.011 0.230 1.111 -0.46 -0.58 -0.17
C -0.990 1.013 0.308 0.50 1.41 -0.92
O -2.093 1.371 1.126 -0.52 0.21 0.70
C 1.180 -0.156 0.208 0.20 -0.48 -0.46
C 1.040 -0.588 -1.323 -0.04 0.39 0.74
O -0.091 -0.818 -1.786 -0.30 -0.16 -0.14
O 2.154 -0.654 -1.869 0.19 -0.11 -0.29
H -1.493 -1.135 1.263 -0.43 -0.02 -0.19
H -0.075 -1.738 1.667 -0.12 0.33 0.10
H 0.365 0.875 1.924 0.12 0.09 -0.13
H -1.276 0.557 -0.627 -0.42 -1.03 0.15
H -0.434 1.868 -0.122 -0.16 0.41 0.66
H -2.583 2.155 0.855 0.48 -0.25 -0.40
H 1.697 -1.028 0.611 0.10 -0.01 0.39
H 1.920 0.631 0.190 0.23 0.35 0.07
```
Positions in Å, forces in eV/Å.


No. 5
DFT (the ωB97M-V functional and the def2-TZVPD basis) results for a structure of composition C15H17AlN6O2S4.

The HOMO-LUMO gap is 6.95 eV. The calculation puts the HOMO energy at -7.9 eV. As for the LUMO energy: -1.0 eV.

The geometry in XYZ format:
```
45
Properties=species:S:1:pos:R:3:forces:R:3
Al -0.284 1.401 0.072 0.77 0.18 0.14
N -0.018 0.284 1.802 -0.45 -0.48 0.03
C 1.218 0.662 2.507 0.18 0.16 0.20
C 2.311 1.041 1.488 -0.04 0.02 0.41
N 1.755 1.036 0.136 0.01 -0.32 -0.27
C 2.530 1.830 -0.809 0.01 0.35 -0.39
C 1.730 1.955 -2.101 0.44 -0.16 0.09
N 0.384 2.397 -1.730 -0.64 0.24 -0.24
H -0.791 0.294 2.470 0.02 0.26 -0.29
H 0.085 -0.711 1.554 -0.21 0.57 0.19
H 1.556 -0.161 3.143 -0.08 0.11 -0.03
H 1.004 1.534 3.129 -0.04 -0.20 -0.03
H 3.153 0.347 1.547 0.02 0.10 0.01
H 2.664 2.049 1.715 0.08 -0.10 -0.10
H 1.735 0.053 -0.165 0.14 0.18 0.06
H 3.518 1.396 -1.001 -0.07 0.09 0.06
H 2.649 2.828 -0.376 0.14 -0.07 0.02
H 1.655 0.975 -2.576 -0.01 0.16 -0.06
H 2.213 2.660 -2.786 -0.02 -0.17 0.05
H -0.269 2.239 -2.497 0.06 0.05 0.10
H 0.395 3.402 -1.552 -0.12 -0.15 0.10
S -2.541 1.570 0.041 0.05 0.20 -0.10
C -2.637 3.287 0.402 1.15 -0.28 0.28
C -3.914 3.836 0.221 -0.84 0.41 -0.12
N -4.986 4.221 0.075 -0.23 0.15 -0.05
C -1.600 4.059 0.833 -0.34 -1.14 -0.25
S -0.004 3.451 1.170 0.15 -0.07 0.12
C -1.775 5.440 1.030 -0.11 0.78 0.10
N -1.854 6.576 1.173 -0.06 0.27 0.06
O 0.175 -2.598 2.276 -0.11 -0.37 -0.02
S 0.866 -3.070 1.097 0.12 0.08 0.30
O 2.135 -3.696 1.292 -0.08 -0.15 -0.34
N 0.956 -1.724 0.121 0.19 -0.85 0.18
C 0.025 -1.786 -0.787 0.31 0.36 -0.17
S -0.511 -0.433 -1.622 -0.40 0.37 -0.24
C -0.611 -3.088 -0.976 -0.33 -0.72 0.02
C -1.489 -3.468 -1.978 0.19 0.05 0.19
C -1.970 -4.767 -1.952 -0.04 -0.05 -0.04
C -1.604 -5.648 -0.943 0.06 0.06 0.11
C -0.740 -5.256 0.075 0.06 -0.16 0.17
C -0.252 -3.974 0.030 0.28 0.53 -0.14
H -1.763 -2.763 -2.747 -0.08 0.01 -0.05
H -2.644 -5.104 -2.724 -0.07 -0.02 -0.09
H -2.001 -6.650 -0.946 -0.04 -0.13 0.02
H -0.455 -5.926 0.871 -0.01 -0.14 0.04
```
Positions in Å, forces in eV/Å.


No. 6
DFT (the ωB97M-V functional and the def2-TZVPD basis) results for a structure of composition C3FHgO2.

Its charge is +1. The HOMO-LUMO gap (spin up / spin down) is 8.26 / 6.21 eV. Its spin multiplicity is 3. The calculation puts the HOMO energy (spin up / spin down) at -12.5 / -14.9 eV. As for the LUMO energy (spin up / spin down): -4.2 / -8.7 eV. Its expectation value of S² is 2.01.

The geometry in XYZ format:
```
7
Properties=species:S:1:pos:R:3:forces:R:3
O 1.540 1.776 1.381 -0.66 -0.76 -0.56
C -0.887 -0.515 1.111 0.54 -1.29 1.28
C 0.824 1.016 0.881 0.43 0.80 0.35
O -1.419 -1.262 1.823 -0.09 1.30 -0.91
C -0.031 0.156 0.339 -0.70 0.31 1.70
F 0.200 -0.504 -0.979 0.21 0.83 -1.22
Hg 0.591 -2.368 -2.000 0.28 -1.19 -0.65
```
Positions in Å, forces in eV/Å.


No. 7
DFT (the ωB97M-V functional and the def2-TZVPD basis) results for an isolated molecule of CH3NO2.

The HOMO-LUMO gap is 11.03 eV. The calculation puts the HOMO energy at -10.2 eV. As for the LUMO energy: 0.9 eV. For the energy above the lowest of the compared OMol25 structures with the same formula, charge and spin, the calculation gives 124.1 kcal per mole.

The geometry in XYZ format:
```
7
Properties=species:S:1:pos:R:3:forces:R:3
O -1.313 0.659 0.341 3.75 -2.46 -2.93
C 0.066 0.053 -0.463 -2.97 3.97 3.75
N 0.918 -0.692 0.297 1.86 -2.96 -1.46
O 1.183 0.670 0.005 0.76 2.32 -0.67
H -1.794 -0.136 0.065 -0.89 0.34 0.47
H 0.054 0.119 -1.519 -0.97 -0.89 -0.98
H 0.885 -0.673 1.273 -1.54 -0.32 1.83
```
Positions in Å, forces in eV/Å.


No. 8
DFT (the ωB97M-V functional and the def2-TZVPD basis) results for an isolated molecule of C2H6N2O.

The HOMO-LUMO gap is 10.33 eV. The calculation puts the HOMO energy at -9.6 eV. As for the LUMO energy: 0.8 eV. For the energy above the lowest of the compared OMol25 structures with the same formula, charge and spin, the calculation gives 123.3 kcal per mole.

The geometry in XYZ format:
```
11
Properties=species:S:1:pos:R:3:forces:R:3
N 1.017 -0.933 0.465 0.73 1.19 -1.99
C -0.404 -0.448 0.684 2.75 1.58 -0.98
C -0.769 -0.004 -0.780 0.13 -2.04 -1.40
N -0.146 0.985 -1.203 -0.47 4.33 -0.68
O 0.132 2.003 -0.258 -0.39 -2.31 2.60
H 1.014 -1.726 -0.233 -0.08 1.13 1.00
H 1.500 -0.086 -0.118 -1.28 -2.82 1.99
H -1.007 -1.179 1.096 -1.15 -1.46 0.83
H -0.183 0.371 1.513 -1.29 -1.62 -1.64
H -0.984 -0.556 -1.857 0.03 -0.04 3.61
H -0.168 1.572 0.692 1.02 2.06 -3.32
```
Positions in Å, forces in eV/Å.


No. 9
DFT (the ωB97M-V functional and the def2-TZVPD basis) results for an isolated molecule of C4H6N3P.

The HOMO-LUMO gap (spin up / spin down) is 7.12 / 7.79 eV. Its spin multiplicity is 3. The calculation puts the HOMO energy (spin up / spin down) at -6.9 / -10.3 eV. As for the LUMO energy (spin up / spin down): 0.3 / -2.5 eV. Its expectation value of S² is 2.01. For the energy above the lowest of the compared OMol25 structures with the same formula, charge and spin, the calculation gives 17.7 kcal per mole.

The geometry in XYZ format:
```
14
Properties=species:S:1:pos:R:3:forces:R:3
C -3.130 0.006 0.268 2.01 -0.52 -0.74
C -0.485 -1.188 -0.261 -1.99 2.34 -0.35
C 0.317 1.133 0.219 3.53 -0.46 1.06
C 1.207 -0.066 0.596 2.09 1.79 1.30
N -4.261 -0.085 0.146 -1.88 0.02 0.25
N 0.630 -1.297 0.239 1.26 -1.04 -0.01
N 2.613 -0.049 -0.026 -1.81 -2.80 2.62
P -1.260 0.523 -0.156 -3.53 -0.12 -0.43
H -0.963 -1.930 -0.787 -1.31 -2.04 -0.67
H 0.655 2.088 0.590 -0.35 0.24 -0.22
H 1.257 -0.032 1.760 0.33 0.04 -1.67
H 2.662 -0.876 -0.631 0.04 0.38 0.33
H 2.626 0.724 -0.574 0.38 2.79 -2.12
H -1.868 1.049 -1.384 1.22 -0.63 0.65
```
Positions in Å, forces in eV/Å.


no.,total energy (a.u.)
1,-309.80954
2,-307.66163
3,-2827.14437
4,-437.73630
5,-2896.16209
6,-517.63490
7,-244.98133
8,-264.39079
9,-661.40737